Entry 1:
A cluster of 4 separate species, C28H45BF3NO12S4 in total at a distorted geometry. Source: OMol25; level of theory: ωB97M-V/def2-TZVPD.

```
94
Properties=species:S:1:pos:R:3:forces:R:3
H 7.735 4.343 -5.920 -0.054 -0.079 0.015
O 2.056 0.603 2.917 1.720 -1.287 -0.204
H 4.440 -0.745 -3.069 0.488 -0.497 -0.276
H 0.817 -0.012 0.785 0.969 -0.803 -0.350
H -9.041 1.171 5.475 0.140 0.071 -0.160
H 1.577 -2.845 -1.676 -0.885 0.324 0.014
O 3.430 2.290 1.980 1.706 -1.700 0.200
H 4.012 4.465 -4.320 0.074 -0.141 -0.062
H -10.984 -0.650 4.836 0.029 0.067 0.002
C 4.664 -6.154 2.866 -2.237 1.599 -1.448
H -7.715 0.335 -1.273 0.051 -0.040 0.024
C 4.547 0.585 3.875 0.860 -0.889 1.728
H 5.366 4.342 -3.165 -0.052 -0.180 -0.080
H 1.124 -0.121 -1.955 -0.217 -0.880 0.642
C -4.718 0.693 0.307 -0.007 0.441 -0.126
H -1.166 -0.453 0.080 0.452 -0.047 -1.068
H 6.598 6.408 -6.637 -0.026 -0.063 0.001
C 0.597 -2.312 -1.780 0.245 0.554 -0.604
H -3.698 0.976 0.048 0.028 -0.183 0.079
H -12.502 0.606 3.119 0.060 0.004 -0.023
C -0.854 -0.370 -1.003 0.046 -0.302 0.224
H 5.728 -4.363 2.108 -0.996 -0.361 -0.126
B 6.000 -0.173 -1.874 0.581 1.751 0.128
C 6.718 4.261 -6.309 0.210 0.297 -0.243
O 5.190 0.236 0.628 -0.384 -0.877 0.015
O -8.912 3.305 3.896 0.264 -0.094 -0.280
O 4.740 2.568 -5.960 0.159 -0.214 0.204
C 1.436 -0.735 0.181 -0.605 1.078 -0.797
H -11.383 1.012 5.261 0.030 -0.022 -0.049
C 3.964 -1.703 1.722 0.413 0.041 0.219
C -5.743 1.109 -0.742 -0.043 -0.048 -0.164
C 3.814 -2.922 0.767 -0.440 -1.629 0.371
H -0.252 -2.880 -1.301 1.055 0.503 -0.273
H -1.553 -1.055 -1.559 0.618 0.975 0.367
C -10.851 0.390 4.535 -0.137 -0.007 0.061
F 5.829 0.311 3.502 -1.490 0.707 0.352
C -6.530 -1.180 -0.252 -0.500 0.027 -0.243
C 4.746 -4.890 2.134 -1.815 -1.095 0.333
C 3.353 -6.815 2.926 0.457 1.358 -0.804
H 5.061 5.552 -6.806 0.072 -0.015 -0.014
H 6.592 6.060 -4.211 -0.048 -0.028 -0.031
S -4.856 -1.085 0.378 -0.122 0.265 0.186
O 6.698 1.017 -2.117 -2.066 -1.846 -0.230
H -8.740 -0.069 4.228 0.039 0.129 -0.069
H -11.033 -0.103 2.438 -0.037 0.058 -0.004
F 4.120 -0.510 4.607 0.365 1.456 -1.235
H -4.979 1.087 1.290 0.012 -0.096 -0.018
C 2.263 -4.978 1.517 2.034 -1.037 1.187
H 6.733 3.836 -7.311 -0.025 -0.167 0.122
H 4.957 -1.797 2.255 -0.954 -0.066 -0.635
C 0.664 -0.840 -1.220 -1.277 -0.294 0.971
H 5.484 -1.993 -2.628 -0.576 0.260 -0.208
H 6.475 1.259 -3.048 0.895 0.149 0.368
O 3.910 -2.927 -0.438 -0.088 0.820 0.702
H 1.184 -6.775 2.326 1.151 0.555 -0.089
C 3.557 -4.311 1.471 0.721 -0.846 1.378
H -1.020 0.701 -1.290 0.146 -0.928 0.082
H -7.477 0.632 0.446 0.104 -0.050 -0.147
O -3.963 -1.653 -0.604 -0.001 -0.157 0.234
H -5.956 2.178 -0.691 0.019 -0.057 0.019
H -6.506 -1.732 -1.192 0.148 -0.035 0.091
C 2.859 -0.108 -0.098 -1.012 0.516 0.326
C -11.412 0.651 3.134 0.020 -0.118 -0.004
H 1.378 -4.517 1.027 0.774 -0.501 0.440
C 2.172 -6.253 2.252 1.814 1.022 0.063
O -8.383 1.523 2.188 0.055 0.239 0.137
S 3.395 0.894 2.410 -3.200 2.656 -0.274
H 3.301 -7.766 3.516 -0.249 1.015 -0.743
N 5.423 -1.020 -2.942 0.216 0.637 1.206
H -11.426 2.817 3.283 0.111 0.010 -0.017
O -4.842 -1.500 1.760 0.240 -0.247 -0.202
H 3.190 -0.480 -1.103 0.311 0.053 1.265
O 6.494 -1.581 0.020 -0.880 0.935 0.787
H 1.439 -1.700 0.747 0.106 0.657 -0.665
C 3.926 -0.286 1.040 -0.268 -0.540 -0.142
C 5.886 -0.580 -0.288 1.313 -0.901 -1.359
H 0.362 -2.253 -2.881 0.179 -0.185 1.045
H 4.976 6.640 -4.601 0.034 -0.065 0.019
H 5.586 -6.528 3.364 -1.064 0.105 -0.419
H -10.963 2.219 1.664 0.156 0.088 0.053
H 2.698 1.005 -0.228 0.310 -1.109 0.112
F 4.494 1.650 4.713 0.227 -1.140 -1.349
S -9.197 2.043 3.261 -0.255 0.174 0.275
H -7.157 -1.702 0.469 0.188 -0.083 -0.001
H 3.186 -1.771 2.538 0.615 -0.009 -1.023
O 6.732 2.430 -4.412 -0.253 -0.180 -0.313
C -6.990 0.267 -0.461 -0.142 0.146 0.112
S 5.799 3.195 -5.211 -0.009 0.331 -0.166
C 5.672 5.813 -4.749 0.104 0.138 -0.001
H -5.364 0.887 -1.744 0.051 0.043 0.057
C -10.904 2.032 2.735 -0.402 -0.154 -0.166
C -9.369 0.774 4.515 -0.094 -0.400 0.336
C 5.095 4.502 -4.208 -0.133 0.394 0.342
C 5.990 5.598 -6.232 -0.141 0.045 0.012
```
Forces are in eV/Å.

Results
- structure (SMILES) = CC(C)CC[C@@](CC(=O)c1ccccc1)(OC(=O)B(N)O)S(=O)(=O)C(F)(F)F.O=S1(=O)CCCC1.O=S1(=O)CCCC1.O=S1(=O)CCCC1
- molecular weight (g mol⁻¹) = 783.7
- multiplicity = 1
- largest force on an atom (eV/Å) = 4.17
- LUMO energy (eV) = 0.512

Mulliken atomic charge list, values in e, 6 entries: number 1, H, carries 0.356; number 2, O, carries -0.642; number 3, H, carries 0.264; number 4, H, carries 0.529; number 5, H, carries 0.343; number 6, H, carries 0.313

Entry 2:
A structure of composition C28H45BrCaN2OP2 at a distorted geometry. Source: OMol25; level of theory: ωB97M-V/def2-TZVPD.

```
80
Properties=species:S:1:pos:R:3:forces:R:3
H -2.106 -3.801 -4.111 0.185 -0.008 0.234
H -4.464 3.503 1.767 0.203 -0.053 -0.307
Br -4.103 0.690 3.405 -0.931 0.876 -2.200
H 4.040 4.371 -1.044 -0.127 -0.117 -0.190
C 1.006 4.078 -2.570 0.486 0.008 -0.586
H -0.263 -2.063 -3.847 -0.005 -0.024 0.214
H 3.211 0.388 -3.717 0.065 -0.026 0.139
H 2.840 0.842 1.554 0.187 0.085 -0.209
H -1.749 0.504 4.692 0.208 -0.533 0.516
H -2.284 -1.502 -4.872 -0.152 -0.060 0.165
C -3.319 3.723 -0.104 -0.056 -0.257 0.549
H -3.546 -0.461 -2.248 0.095 -0.026 -0.153
H 3.266 3.257 -4.968 0.050 0.010 0.325
H -1.990 -3.800 -0.791 -0.070 0.267 0.110
H -2.830 -0.144 0.161 0.380 0.199 -0.072
H 3.722 -3.669 -0.742 -0.015 0.097 -0.061
H 1.534 -2.720 -0.178 0.227 0.043 0.141
C 3.321 0.210 -2.639 0.327 0.091 -0.408
C -1.196 -3.984 -3.529 -0.055 -0.268 -0.308
H -1.425 -4.692 -2.726 -0.024 0.129 -0.117
H 1.345 0.909 -2.176 0.032 -0.161 -0.130
H 0.156 -2.584 4.880 -0.374 -0.096 0.201
H -2.725 -2.451 0.075 -0.023 -0.316 -0.048
H 3.983 -0.654 -2.523 -0.184 0.315 -0.003
H 3.255 -2.565 -2.026 -0.009 0.024 0.153
C 1.932 4.345 -1.539 -0.182 -0.020 -0.248
C 3.535 -2.615 -0.971 0.250 -0.314 0.010
H 1.609 4.663 -0.552 -0.044 0.022 -0.189
C -1.424 -0.541 4.471 0.409 -0.881 -1.461
N 3.718 3.736 -2.993 0.651 0.278 -0.263
H -3.892 -3.755 -2.477 0.088 0.233 0.266
C -2.850 0.951 0.148 0.472 -0.434 -0.403
H -4.456 -3.931 -0.821 0.050 0.155 -0.156
H 3.085 1.679 0.018 -0.035 -0.150 0.107
H 5.220 0.857 1.061 -0.047 -0.159 -0.086
H 3.822 1.098 -2.235 -0.104 -0.218 -0.005
C 4.584 0.177 0.481 0.461 0.222 0.035
P 1.799 -0.350 -0.208 0.271 -0.073 -0.225
H -0.494 -4.491 -4.204 -0.109 0.074 0.158
C -3.532 1.698 1.065 -2.034 0.177 -0.066
C 2.866 3.546 -3.995 -0.575 0.004 0.419
H 0.383 -2.967 -2.481 -0.178 0.060 -0.225
C 1.944 -0.005 -2.036 -0.439 -0.051 0.374
H -1.655 -1.653 7.543 -0.085 0.186 -0.169
C -0.409 4.060 -2.330 -1.797 -0.655 1.723
C -2.585 -2.886 -0.928 0.155 0.231 0.113
H -3.594 4.763 -0.291 0.129 -0.297 0.303
H -1.462 -3.273 4.567 0.246 0.092 0.307
C -2.679 -0.713 -2.877 0.342 0.137 0.205
H 4.674 -0.816 0.935 -0.039 0.224 -0.092
C 3.290 4.168 -1.809 -0.783 -0.180 -0.276
H 4.485 -2.090 -0.830 -0.252 -0.087 -0.124
H -3.744 -2.196 -4.102 0.259 0.185 -0.004
H -0.835 -3.200 6.256 0.006 0.036 -0.316
Ca -1.743 1.140 2.374 3.579 -0.836 0.858
C -1.519 3.831 -1.849 1.562 -0.201 -0.302
C -3.827 3.024 1.020 -0.730 0.861 -0.130
C -1.780 -0.861 6.804 -0.190 0.525 0.440
C 3.152 0.695 0.507 -0.200 -0.081 0.212
C -3.130 -1.294 -4.209 -0.388 0.138 -0.247
H 0.806 3.468 -4.645 0.075 0.112 0.136
H -2.811 -0.483 6.835 0.240 -0.308 0.034
C -0.552 -2.707 -3.005 0.282 0.142 0.255
C -2.379 3.092 -0.930 0.833 0.860 -0.408
H -1.116 -0.020 7.058 -0.103 -0.416 0.003
H -4.604 -2.367 -1.616 0.162 -0.127 -0.052
C 1.487 3.685 -3.827 0.226 0.080 0.151
P -1.482 -1.648 -1.787 -0.411 -0.402 -0.528
H 5.001 0.143 -0.533 -0.166 -0.067 0.305
N -1.464 -1.381 5.471 0.482 0.852 -0.156
H 2.744 -2.209 1.005 -0.141 -0.052 -0.179
C -3.949 -3.240 -1.509 -0.307 -0.355 0.006
O -1.083 -0.850 3.272 -0.556 1.210 1.514
H -1.299 1.279 -1.378 -0.473 -0.238 0.238
H 1.408 -0.817 -2.554 0.132 0.266 0.163
H -3.753 -0.546 -4.715 0.095 -0.171 -0.011
C -0.861 -2.698 5.286 0.021 -0.507 -0.266
H -2.164 0.241 -3.071 -0.197 -0.150 -0.085
C -2.083 1.733 -0.764 -0.778 -0.571 0.239
C 2.438 -2.106 -0.046 -0.551 0.438 0.146
```
Forces are in eV/Å.

Results
- molecular weight (g mol⁻¹) = 607.6
- ΔE to the lowest compared entry with this formula, charge and spin (kJ/mol) = 434.3
- multiplicity = 1
- largest force on an atom (eV/Å) = 3.77
- total charge = +2
- LUMO energy (spin up / spin down) (eV) = -9.075 / -9.076

Mulliken atomic charge list, values in e, 6 entries: number 1, H, carries 0.237; number 2, H, carries 0.555; number 3, Br, carries -0.163; number 4, H, carries 0.417; number 5, C, carries 0.723; number 6, H, carries 0.492

Entry 3:
A structure of composition C28H45Cl5IIrN2OPSi2. Source: OMol25; level of theory: ωB97M-V/def2-TZVPD.

```
86
Properties=species:S:1:pos:R:3:forces:R:3
Cl 4.502 -2.800 0.435 -0.020 0.031 0.034
C 1.449 2.702 -0.885 0.127 0.100 0.125
H -3.117 3.901 -1.227 0.019 0.015 0.011
Si -2.292 1.556 -1.664 -0.031 -0.056 0.033
H -1.816 1.133 -4.073 -0.003 -0.018 0.003
H 3.508 -0.716 2.210 0.018 -0.043 -0.023
I 2.794 0.348 -3.436 0.021 0.001 -0.040
H 0.515 3.189 4.560 0.000 -0.001 0.002
C 1.931 4.903 -1.764 -0.028 -0.053 0.001
Ir 0.579 0.057 -0.728 -0.063 -0.312 0.396
Cl 1.146 -6.953 1.378 0.002 0.008 0.004
H -4.355 1.122 1.612 -0.009 -0.007 -0.025
C -2.567 1.707 -3.525 -0.063 0.018 -0.013
Cl 4.032 -5.751 1.363 0.000 0.002 -0.001
H -2.340 1.096 5.442 0.011 0.012 0.014
H 0.099 -1.984 4.555 0.009 0.001 -0.002
O 2.050 -1.383 -0.198 0.074 0.180 -0.037
H -3.259 -0.320 4.941 -0.003 -0.010 -0.001
H -1.504 -2.937 2.807 -0.001 0.000 0.025
C -1.979 -1.953 2.846 0.012 0.021 -0.001
H -4.375 2.693 -0.946 0.000 -0.008 -0.027
H 2.842 0.551 3.249 -0.002 -0.011 -0.008
C 0.352 -4.531 0.449 -0.006 0.002 0.013
H -0.921 -0.702 5.207 -0.005 -0.010 0.006
C -4.363 0.756 2.638 0.007 -0.007 -0.001
C 0.639 4.983 -2.264 0.015 -0.042 0.028
Cl -1.247 -5.182 0.402 0.001 0.002 -0.007
H -0.692 3.028 1.024 0.032 -0.010 -0.050
C 0.152 2.756 -1.430 -0.121 0.108 -0.114
H 4.290 3.411 1.752 0.001 0.003 -0.011
H -3.085 -0.808 -1.942 0.066 -0.018 0.034
C -0.353 2.055 2.947 0.089 -0.001 -0.049
H -1.225 2.988 4.701 -0.009 -0.006 0.013
H -4.051 0.074 -0.756 -0.050 0.023 -0.074
H -5.262 1.133 3.135 0.000 -0.002 -0.002
H -3.088 2.296 3.366 0.001 -0.002 -0.002
H 2.594 3.783 1.460 -0.008 0.002 0.029
C -0.245 -0.958 4.392 0.004 0.006 -0.015
H -3.089 2.928 0.244 -0.005 -0.016 0.005
H 2.633 5.713 -1.917 -0.001 0.006 -0.001
H 0.630 -0.310 4.450 -0.002 0.005 0.008
C 2.772 0.086 2.262 0.050 -0.027 -0.014
H 3.064 2.883 2.905 0.004 -0.009 0.007
H 4.526 0.096 -0.607 0.007 -0.019 0.004
C -0.921 -0.859 3.027 -0.010 -0.020 -0.021
C 2.912 -3.460 0.495 -0.002 -0.008 -0.017
H 1.789 -0.370 2.168 -0.040 -0.036 -0.017
C -3.034 -0.084 -1.124 0.008 -0.004 -0.034
H -4.438 -0.333 2.602 0.005 -0.011 -0.008
H 0.194 -0.052 -3.302 -0.021 -0.012 0.004
H -2.688 -1.964 3.676 -0.023 0.014 -0.006
C 3.272 3.020 1.841 0.002 0.005 0.010
H 3.351 3.683 -0.722 -0.019 -0.014 -0.023
H 5.005 1.796 -0.609 -0.017 -0.009 -0.007
H -2.543 -1.823 1.920 0.009 -0.012 -0.011
C 1.843 -2.605 0.105 -0.129 0.005 -0.033
C 2.332 3.757 -1.086 0.052 0.075 -0.048
H 1.058 -1.525 -2.772 0.017 0.010 -0.022
C -3.194 0.766 4.856 -0.020 0.007 -0.029
H 0.316 5.863 -2.806 -0.003 0.004 0.002
H -2.468 -0.505 -0.297 -0.059 0.061 0.066
N 1.728 1.532 -0.179 0.158 0.021 -0.097
H -1.421 3.871 2.402 -0.032 -0.030 -0.028
C 0.570 -3.219 0.063 0.043 -0.007 0.009
C 1.412 -5.322 0.876 -0.005 -0.009 -0.007
N -0.616 1.620 -1.238 -0.083 -0.211 -0.082
C -0.302 2.477 4.414 0.010 -0.019 0.001
H -3.551 1.314 -3.796 -0.007 0.013 0.003
H -4.097 1.180 5.315 0.002 0.000 -0.002
H 0.319 3.954 2.131 0.003 0.029 0.048
C 4.680 0.969 0.028 0.013 -0.022 0.014
H 5.482 0.745 0.738 0.002 0.019 0.008
C 2.697 -4.772 0.877 -0.006 0.007 0.004
H -0.148 1.644 5.099 0.011 0.001 0.000
C -3.107 1.199 3.392 0.074 0.031 0.082
C -0.239 3.917 -2.104 -0.040 0.049 -0.023
C 0.952 -0.449 -2.630 0.070 -0.095 0.091
Si 3.087 1.371 0.921 -0.038 0.066 -0.039
H 0.614 1.616 2.673 -0.043 -0.008 -0.006
H -0.149 -1.062 2.276 0.028 -0.007 -0.053
C -0.550 3.296 2.069 -0.002 -0.004 -0.002
H -1.229 3.982 -2.536 0.007 0.004 0.021
Cl -0.750 -2.261 -0.534 0.053 0.275 -0.140
P -1.578 0.768 2.394 -0.198 -0.017 0.082
H -2.513 2.739 -3.877 0.016 -0.022 -0.008
C -3.309 2.905 -0.826 0.075 0.024 0.041
```
Forces are in eV/Å.

Results
- molecular weight (g mol⁻¹) = 1009.2
- ΔE to the lowest compared entry with this formula, charge and spin (kJ/mol) = 0.0
- multiplicity = 1
- largest force on an atom (eV/Å) = 0.51
- total charge = -1
- LUMO energy (eV) = 2.270

Mulliken atomic charge list, values in e, 6 entries: number 1, Cl, carries -0.172; number 2, C, carries 0.152; number 3, H, carries 0.392; number 4, Si, carries -0.059; number 5, H, carries 0.304; number 6, H, carries 0.478

multiplicity of number 2 (C28H45BrCaN2OP2)? 1

The lowest largest force on an atom belongs to which entry? C28H45Cl5IIrN2OPSi2

Number 1 is which compound? C28H45BF3NO12S4

Look up the largest force on an atom of the first one. 4.17 eV/Å